C6H9ClN2O2S in the gas phase in a non-equilibrium geometry. Source: the OMol25 dataset; level of theory: ωB97M-V/def2-TZVPD.

Calculated values
Largest force on an atom   4.5 eV Å⁻¹
ΔE to the lowest compared entry with this formula, charge and spin   1.023 eV
Structure (SMILES)   C[C@@H](Cl)S(=O)(=O)c1ccnn1C
Gap between HOMO and LUMO   0.3692 Eh
E_tot   -36797.65977 eV
Net charge   0

Bonds (Å) are listed after each position.
Element x y z (Å)
1 H -1.485 3.524 -0.337  C6 1.117
2 H -2.539 -1.524 -0.216  C4 1.056
3 C 2.529 -0.667 0.108  H9 1.066, H13 1.122, C14 1.481, H16 1.075
4 C -1.564 -1.165 -0.026  H2 1.056, N8 1.468, H10 1.112, H20 1.101
5 S 0.542 1.250 0.869  O11 1.441, C12 1.953, C14 1.957, O18 1.411
6 C -1.849 2.477 -0.473  H1 1.117, C12 1.395, C15 1.440
7 H 2.836 1.245 0.918  C14 1.115
8 N -1.876 0.247 -0.282  C4 1.468, C12 1.309, N19 1.321
9 H 2.276 -1.192 -0.785  C3 1.066
10 H -1.095 -1.387 0.958  C4 1.112
11 O 0.804 2.572 1.380  S5 1.441
12 C -1.170 1.328 -0.066  S5 1.953, C6 1.395, N8 1.309
13 H 3.553 -0.837 0.535  C3 1.122
14 C 2.269 0.790 0.072  C3 1.481, S5 1.957, H7 1.115, Cl21 1.666
15 C -3.115 1.857 -0.770  C6 1.440, H17 1.134, N19 1.317
16 H 1.941 -0.952 0.962  C3 1.075
17 H -4.012 2.363 -1.243  C15 1.134
18 O 0.216 0.276 1.837  S5 1.411
19 N -3.085 0.541 -0.724  N8 1.321, C15 1.317
20 H -0.863 -1.376 -0.848  C4 1.101
21 Cl 2.275 1.487 -1.441  C14 1.666

Löwdin atomic charge list, values in e, 8 entries: number 1, H, carries 0.120; number 2, H, carries 0.071; number 3, C, carries -0.148; number 4, C, carries 0.021; number 5, S, carries 0.687; number 6, C, carries -0.016; number 7, H, carries 0.111; number 8, N, carries -0.218